{"formula": "C3H8NO", "method": "ωB97M-V/def2-TZVPD", "total_charge": 1, "gap_ev": 7.27, "mol_weight_g_mol": 74.10, "elements": ["C", "N", "H", "H", "H", "H", "O", "C", "C", "H", "H", "H", "H"], "xyz": [[2.3876, 1.5952, -0.9779], [1.1031, 1.5513, -1.0266], [2.9732, 1.0624, -1.7802], [2.9263, 2.3878, -0.5681], [0.5559, 2.4043, -1.0611], [0.7585, 0.7259, -1.4286], [-0.3490, -0.3792, 0.3123], [-1.3327, -0.6557, 1.0464], [-1.8549, -2.1167, 0.8123], [-1.5720, 0.0759, 1.7837], [-1.3205, -2.6360, 0.0559], [-2.9673, -2.0895, 0.6481], [-1.4841, -2.6931, 1.7535]]}